# 1
C31H18F12N6O2Rh | ωB97M-V with the def2-TZVPD basis set

XYZ file:
```
70
Properties=species:S:1:pos:R:3:forces:R:3:lowdin_spin:R:1
Rh -0.47002 0.34511 -0.72743 -0.08 -0.10 -0.49 2.458
C -0.72907 -4.18998 4.10047 0.03 0.00 -0.01 0.005
C -0.18308 -3.10974 3.20536 -0.01 0.00 0.02 0.028
C 0.17391 -1.86858 3.71794 0.00 0.00 0.02 -0.004
C 0.65138 -0.88607 2.87777 0.00 0.02 0.04 0.037
C 0.76414 -1.10305 1.50268 0.00 0.18 -0.17 0.030
N 1.12907 -0.01038 0.69175 0.35 -0.08 0.26 0.480
C 2.29982 0.63305 0.90280 -0.16 -0.04 -0.01 0.020
C 3.27834 0.05936 1.75960 -0.04 0.05 -0.02 0.124
C 4.44045 0.71354 2.08381 -0.01 -0.03 0.00 -0.012
C 4.69538 1.97527 1.56012 0.03 0.03 -0.01 0.130
C 5.95020 2.72944 1.89936 -0.04 0.01 0.01 0.023
C 3.78031 2.51344 0.65292 0.04 0.02 -0.06 -0.019
C 2.61010 1.88546 0.26868 -0.01 -0.06 0.01 0.110
C 1.76410 2.48650 -0.89111 0.03 0.05 0.05 0.022
O 0.44027 2.25325 -0.89493 0.10 -0.18 -0.11 0.130
C 2.39012 1.91608 -2.21247 -0.09 -0.02 0.09 0.007
F 1.89207 2.54159 -3.30083 0.01 -0.02 -0.01 0.002
F 2.07999 0.61899 -2.33124 0.05 0.05 -0.02 0.008
F 3.72875 2.01423 -2.28701 0.01 0.01 -0.02 0.001
C 1.89386 4.05045 -0.93574 0.06 -0.07 0.04 0.007
F 1.72365 4.56622 0.29186 0.00 0.07 -0.06 0.001
F 3.08781 4.50917 -1.39949 -0.05 -0.01 0.05 0.003
F 0.96787 4.59014 -1.72855 0.02 0.01 0.04 0.001
C 0.36819 -2.33136 0.95091 0.00 -0.10 -0.05 0.034
C -0.06500 -3.31576 1.83812 0.00 0.01 -0.07 -0.002
C 0.46425 -2.58978 -0.57846 -0.02 0.00 0.02 0.015
O 0.08231 -1.57202 -1.39099 0.07 0.10 0.21 0.171
C -0.44140 -3.78829 -1.01496 0.03 0.02 0.09 0.005
F -1.68739 -3.63417 -0.53430 0.06 -0.04 -0.02 0.000
F 0.00296 -5.00374 -0.60066 -0.07 0.04 0.01 0.002
F -0.54098 -3.86420 -2.34156 0.00 -0.03 0.01 0.002
C 1.94716 -2.96977 -0.87900 -0.05 0.10 -0.04 0.004
F 2.43198 -3.91690 -0.04829 0.01 -0.01 -0.01 0.001
F 2.73592 -1.89210 -0.73631 0.01 -0.08 -0.01 0.003
F 2.11383 -3.42162 -2.12972 0.03 0.01 0.03 0.001
H -0.19167 -4.22668 5.04940 0.00 0.00 -0.01 0.001
H -0.65346 -5.16887 3.62683 0.00 0.01 0.00 0.000
H -1.78238 -4.01055 4.32683 0.00 0.01 -0.01 0.002
H 0.06743 -1.66475 4.77739 0.00 0.00 -0.01 0.000
H 0.90846 0.09191 3.26460 -0.01 -0.01 0.00 0.000
H 3.09300 -0.93018 2.14867 0.00 -0.02 0.02 0.005
H 5.16089 0.24181 2.74210 -0.01 0.00 0.00 -0.004
H 6.48794 2.25478 2.71956 -0.01 -0.01 0.00 0.000
H 5.72102 3.75650 2.18896 0.00 -0.01 0.00 0.005
H 6.62135 2.77708 1.03877 -0.01 0.00 -0.01 0.008
H 4.03892 3.46606 0.21629 0.00 0.01 -0.02 -0.003
H -0.33838 -4.28877 1.46104 -0.01 -0.03 -0.03 0.000
N -2.45706 1.76642 -4.37083 -0.06 -0.04 0.00 0.002
C -1.45540 1.50699 -3.48891 0.00 0.06 -0.04 0.005
N -1.83185 0.72344 -2.52131 -0.10 0.11 0.08 0.047
C -3.17501 0.44962 -2.75436 0.06 -0.10 0.05 0.003
C -4.07313 -0.31634 -2.01584 0.00 -0.03 0.04 0.000
C -5.37190 -0.39267 -2.47429 -0.01 0.02 -0.02 0.000
C -5.77414 0.26488 -3.64881 0.02 0.00 0.01 0.000
C -4.89017 1.02055 -4.39519 0.01 -0.02 0.02 0.000
C -3.58560 1.09989 -3.91863 0.04 0.09 -0.08 0.001
H -2.38609 2.35723 -5.17852 0.01 0.00 0.00 0.000
H -0.46902 1.93414 -3.58416 0.01 0.00 0.02 0.000
H -3.75468 -0.81972 -1.11208 0.00 0.02 -0.02 0.000
H -6.10090 -0.95561 -1.90716 0.00 0.00 -0.01 0.000
H -6.80403 0.18325 -3.97196 0.01 0.00 0.01 0.000
H -5.20253 1.53122 -5.29717 0.00 -0.01 0.01 0.000
N -1.98951 0.16958 0.78925 -0.19 0.14 0.06 0.068
C -2.87048 0.54571 1.44314 -0.07 -0.09 0.21 0.014
C -3.93258 0.94677 2.24344 -0.12 -0.01 0.02 0.007
C -3.71291 1.25502 3.61022 0.00 -0.03 -0.18 0.001
N -3.52639 1.50550 4.72214 0.00 -0.01 0.00 0.004
C -5.23908 0.98127 1.69054 0.16 0.05 0.09 0.001
N -6.30190 1.01074 1.23896 0.01 -0.03 -0.02 0.004
```
Forces are in eV/Å.

E_LUMO (alpha / beta) = 0.0902 / 0.0180 Ha
Energy above the lowest of the compared OMol25 structures with the same formula, charge and spin = 0.00 kcal per mole
Net charge = -1
Spin multiplicity = 5


# 2
C5H24N2O7 | ωB97M-V with the def2-TZVPD basis set

XYZ file:
```
38
Properties=species:S:1:pos:R:3:forces:R:3:nbo_charge:R:1
C 1.50400 -0.25035 3.59166 3.02 1.81 -1.01 -0.596
C 2.27326 -1.40737 2.88411 -0.40 0.07 -0.35 -0.430
C 1.62940 -1.65465 1.53034 -0.54 -0.33 0.66 0.066
N 2.11537 -0.83200 0.43844 0.65 -0.08 -0.75 -0.884
C 0.46596 -2.35857 1.55388 1.37 1.67 -2.96 -0.046
N -0.39808 -2.52644 0.42961 0.92 -0.20 1.14 -0.853
H 1.96378 0.79124 3.28935 -0.92 -1.82 0.78 0.185
H 1.61702 -0.42210 4.64381 -0.10 0.47 0.70 0.205
H 0.48428 -0.23785 3.30274 -0.91 -0.16 -0.20 0.219
H 3.36866 -1.29913 2.74434 -0.53 0.43 0.40 0.198
H 2.14711 -2.25019 3.57413 0.05 -0.23 -0.57 0.214
H 3.01856 -0.33905 0.61025 -0.98 -1.11 0.35 0.358
H 2.25242 -1.33685 -0.45774 -0.34 0.30 0.91 0.385
H 0.25419 -2.79575 2.47998 -0.74 -0.85 0.98 0.188
H -0.12021 -1.94320 -0.36804 -0.72 -0.26 0.52 0.405
H -1.37719 -2.49489 0.69852 0.33 0.26 -0.43 0.377
C -0.29621 2.82404 -0.67991 -0.72 0.58 -0.57 0.306
O -0.86496 3.01638 -1.72470 0.34 -0.13 0.09 -0.527
H -0.19364 1.87119 -0.21660 0.02 -1.42 0.19 0.121
H 0.11282 3.62360 -0.08247 0.31 0.90 0.24 0.097
O 2.74860 2.03097 -0.91151 -1.74 -1.37 0.48 -0.954
H 3.53754 2.45452 -0.68033 1.94 1.17 0.26 0.485
H 2.58922 1.41171 -0.17385 -0.27 0.20 -0.32 0.489
O 1.23160 1.00677 -2.89979 0.58 -0.40 0.60 -0.987
H 1.80258 1.20480 -2.11444 -0.45 0.39 -1.15 0.503
H 0.74170 1.80516 -3.12058 -0.02 0.07 0.26 0.496
O -3.60863 -0.88673 0.50033 -0.06 1.35 0.59 -0.986
H -3.42838 -0.89695 -0.44195 0.15 0.03 -0.75 0.507
H -3.72885 -1.75460 0.82223 -0.32 -1.41 0.23 0.461
O -0.23916 -1.08758 -2.10174 0.37 -0.97 -0.59 -0.990
H -0.16043 -1.53694 -2.96400 0.06 0.23 0.54 0.486
H 0.36217 -0.32552 -2.18269 -0.11 0.44 -0.35 0.515
O -2.80728 -0.48371 -2.14166 0.09 -1.68 0.25 -0.985
H -2.50907 0.38679 -2.33923 0.14 1.32 -0.13 0.478
H -1.94069 -0.95777 -2.05370 -0.71 0.57 -0.05 0.496
O -2.77089 1.71047 0.82682 1.07 1.15 0.00 -0.945
H -3.53480 1.20861 1.04765 -0.96 -1.15 -0.01 0.490
H -2.56604 2.16176 1.64973 0.11 0.15 0.02 0.456
```
Forces are in eV/Å.

E_LUMO = 0.0016 Ha
Energy above the lowest of the compared OMol25 structures with the same formula, charge and spin = 71.01 kcal per mole
SMILES = CC/C(N)=C/N.C=O.O.O.O.O.O.O


# 3
C26H27BN8Pd | ωB97M-V with the def2-TZVPD basis set

XYZ file:
```
63
Properties=species:S:1:pos:R:3:forces:R:3:lowdin_spin:R:1
Pd -0.21665 -0.35887 0.42157 -0.20 -0.29 0.07 0.755
C -2.29703 -3.15920 0.01051 0.05 0.00 -0.13 0.007
C -1.91005 -2.56717 -1.30455 0.13 0.08 -0.17 0.005
C -2.31090 -2.91765 -2.60702 -0.07 0.01 0.05 0.001
C -1.65257 -2.03095 -3.42973 -0.09 -0.04 0.04 -0.001
N -0.90201 -1.22033 -2.65616 0.11 -0.13 -0.06 0.000
N -1.05730 -1.55127 -1.36296 -0.17 0.15 0.38 0.022
B -0.08586 0.03048 -3.07903 -0.12 0.12 0.39 0.001
N -0.80049 1.28747 -2.52268 -0.14 0.26 -0.40 0.002
C -1.29204 2.38988 -3.13270 0.09 -0.07 0.13 0.000
C -1.78165 3.23076 -2.15655 -0.05 0.04 -0.03 0.000
C -1.54907 2.55244 -0.94636 0.04 -0.09 -0.13 0.000
C -1.82990 2.96381 0.46222 0.04 -0.06 -0.09 0.002
N -0.96505 1.38991 -1.18579 0.05 0.01 0.12 0.021
N 1.34649 -0.01322 -2.48557 0.13 -0.04 -0.30 0.002
C 2.48500 0.39983 -3.08437 0.06 0.10 0.09 0.000
C 3.49391 0.36532 -2.14756 0.03 0.01 0.00 0.000
C 2.87064 -0.08551 -0.96850 -0.02 -0.02 -0.14 0.000
C 3.44382 -0.29330 0.39476 -0.11 0.03 -0.03 0.002
N 1.58542 -0.30725 -1.19652 0.16 -0.05 0.25 0.021
N 0.06421 -0.04277 -4.60897 0.21 -0.20 -0.06 0.000
C 0.73523 -1.05472 -5.20651 0.01 0.04 -0.05 0.000
C 0.66398 -0.86690 -6.56588 0.01 -0.04 -0.02 0.000
C -0.08979 0.31302 -6.71749 0.04 -0.10 0.10 0.000
C -0.48167 0.99450 -7.98966 -0.03 0.04 0.12 0.000
N -0.44401 0.79311 -5.53589 -0.18 0.24 -0.03 0.000
H -3.33267 -3.50062 -0.00293 0.00 0.03 0.00 0.000
H -2.17424 -2.40637 0.78860 0.00 -0.03 0.10 0.008
H -1.66383 -4.01393 0.25586 0.01 0.00 0.06 0.000
H -3.00084 -3.69174 -2.89920 0.02 -0.01 0.00 0.000
H -1.68506 -1.92577 -4.50131 0.04 0.05 0.02 0.000
H -1.24780 2.47842 -4.20090 -0.03 0.02 -0.08 0.000
H -2.25229 4.19016 -2.29700 0.02 0.00 -0.01 0.000
H -2.57377 3.75929 0.50407 -0.02 0.00 -0.01 0.000
H -0.91383 3.31675 0.93957 -0.04 0.04 0.03 0.000
H -2.17975 2.10154 1.03060 0.00 0.04 0.06 0.003
H 2.50610 0.70195 -4.11842 -0.05 -0.03 0.01 0.000
H 4.52961 0.62685 -2.29054 -0.01 0.00 0.00 0.000
H 4.53319 -0.30016 0.36365 0.01 -0.01 0.01 0.000
H 3.08530 -1.23356 0.81435 0.04 0.00 0.04 0.001
H 3.10887 0.50059 1.06478 0.03 -0.02 0.04 0.001
H 1.21028 -1.82628 -4.62235 -0.01 0.02 0.01 0.000
H 1.08601 -1.48318 -7.34273 0.01 -0.01 0.03 0.000
H -0.14582 0.40862 -8.84412 -0.02 0.03 -0.04 0.000
H -0.03762 1.98913 -8.05256 0.00 -0.01 -0.03 0.000
H -1.56466 1.11041 -8.04676 0.01 0.00 -0.04 0.000
C 0.37369 -3.65092 4.64959 0.01 0.02 0.13 0.001
C 0.53086 -3.64313 3.25019 0.00 -0.03 -0.17 0.000
C 0.46706 -2.46468 2.55721 -0.07 0.03 0.05 0.022
C 0.23005 -1.22139 3.20354 0.12 0.20 0.26 0.027
C 0.13803 0.01053 2.44673 0.02 -0.29 -0.30 0.066
C 0.06639 1.16362 3.20483 -0.02 0.00 -0.23 0.009
C -0.00390 1.15806 4.61320 0.03 -0.02 0.16 0.002
C -0.00436 -0.01378 5.31546 0.00 0.13 0.10 -0.002
C 0.12680 -1.23951 4.62650 0.03 -0.03 -0.24 0.003
C 0.18379 -2.47469 5.31835 0.01 -0.07 0.02 0.000
H 0.43270 -4.58654 5.19392 -0.04 0.00 0.01 0.000
H 0.70359 -4.57601 2.72513 0.03 0.03 -0.01 0.000
H 0.61628 -2.44146 1.48097 -0.06 -0.06 -0.01 0.013
H 0.04591 2.13073 2.71039 -0.05 -0.04 -0.03 0.002
H -0.07093 2.09954 5.15053 -0.01 0.01 -0.03 0.000
H -0.07807 -0.01681 6.39831 -0.01 -0.01 -0.01 0.000
H 0.08646 -2.46972 6.39969 0.00 0.01 0.00 0.000
```
Forces are in eV/Å.

E_LUMO (alpha / beta) = 0.1036 / 0.1035 Ha
Energy above the lowest of the compared OMol25 structures with the same formula, charge and spin = 8.95 kcal per mole
Net charge = -1
Spin multiplicity = 2


> Among the records above, which one has the highest energy above the lowest of the compared OMol25 structures with the same formula, charge and spin?

C5H24N2O7